No. 1
{"formula": "C9H20B3I2O9P", "method": "ωB97M-V with the def2-TZVPD basis set", "species": ["C", "C", "C", "O", "B", "O", "B", "C", "I", "C", "C", "I", "O", "B", "P", "O", "O", "O", "H", "H", "H", "H", "H", "H", "H", "H", "H", "H", "H", "H", "H", "H", "C", "O", "C", "O", "O", "C", "H", "H", "H", "H", "H", "H"], "positions_angstrom": [[-2.922455, 2.051481, -3.495271], [-2.473712, 1.706645, -5.034217], [-0.921715, 1.091762, -5.136719], [-0.780882, -0.229048, -4.507998], [-0.066590, -0.172640, -3.218914], [-0.559872, -1.068168, -2.112964], [0.662420, -1.748614, -1.642713], [1.051876, -3.331995, -1.849754], [2.394799, -3.669173, -3.600379], [-0.218355, -4.369136, -1.849422], [-0.935141, -4.430864, -0.339405], [-1.643895, -4.095923, -3.489307], [1.686475, -0.899043, -0.938552], [1.463668, 0.469204, -1.468383], [1.595852, 1.911799, -0.185231], [0.208825, 3.009193, -0.348343], [1.431846, 1.115857, 1.390523], [1.126894, 0.635714, -2.901520], [-1.943410, 2.443020, -2.940491], [-3.818518, 2.809540, -3.402613], [-3.218895, 1.014791, -2.992500], [-2.450097, 2.720863, -5.661668], [-3.254230, 0.956056, -5.477744], [-0.128918, 1.888709, -4.813425], [-0.750711, 0.920785, -6.305858], [1.725519, -3.636365, -0.912170], [0.247201, -5.458984, -1.994636], [-1.496289, -3.443005, -0.058944], [-0.044345, -4.696744, 0.408977], [-1.685846, -5.354693, -0.375815], [0.156544, 3.259394, -1.325479], [0.451238, 0.978178, 1.602124], [0.416061, 1.420588, 8.428414], [0.585098, 0.755288, 7.178317], [1.262339, 1.476185, 6.249329], [1.714344, 2.599981, 6.403364], [1.349529, 0.730055, 5.119221], [2.042321, 1.367003, 4.047519], [-0.137746, 0.753115, 9.094359], [1.387193, 1.635254, 8.886062], [-0.165011, 2.339684, 8.301148], [3.078558, 1.579437, 4.329911], [1.526259, 2.283942, 3.745073], [2.051777, 0.680876, 3.196092]], "atomic_forces_ev_per_a": [[0.85, -1.05, 0.03], [0.45, 0.54, 0.42], [-1.05, 0.83, -2.45], [1.85, 2.27, 3.52], [-0.78, -0.67, -0.33], [3.97, 0.05, -1.87], [0.70, 1.27, 0.46], [-0.88, -0.76, 1.91], [-0.94, 0.44, 1.02], [1.61, -1.30, 1.64], [0.51, -0.73, -0.94], [0.68, -0.07, 0.82], [-2.86, 1.24, -3.30], [-1.23, -2.69, -0.74], [0.06, 1.07, 1.88], [1.40, -1.66, -1.45], [-2.54, 1.29, -3.00], [-2.05, -1.66, 1.95], [-2.28, -0.57, -0.95], [1.96, -1.54, -0.27], [0.56, 2.35, -0.88], [-0.10, -2.31, 1.19], [1.67, 1.45, 0.60], [-1.48, -1.62, -0.19], [-0.26, 0.30, 2.56], [-1.37, 0.59, -2.12], [-1.15, 2.44, 0.08], [1.15, -1.93, -0.51], [-2.10, 0.74, -1.45], [1.56, 2.19, 0.22], [0.08, -0.49, 1.80], [1.78, 0.06, -0.45], [-0.07, 0.21, 0.45], [0.45, 0.39, -0.76], [0.23, 0.39, -0.10], [-0.67, -1.62, -0.17], [-0.24, 0.48, 1.26], [0.40, 0.03, -0.33], [0.11, -0.07, -0.36], [-0.18, 0.11, -0.17], [0.26, -0.08, 0.00], [-0.23, 0.15, 0.05], [0.20, -0.12, 0.17], [-0.04, 0.08, 0.77]], "smiles": "CCCOB1OB([C@H](I)[C@@H](C)I)OB(P(O)O)O1.COC(=O)OC", "multiplicity": 1, "homo_lumo_gap_ev": 8.334, "lumo_energy_ev": -0.6, "total_energy_ha": -2043.55483, "homo_energy_ev": -8.97}

=====

No. 2
{"formula": "C4H8O2", "method": "ωB97M-V with the def2-TZVPD basis set", "species": ["C", "O", "C", "C", "O", "C", "H", "H", "H", "H", "H", "H", "H", "H"], "positions_angstrom": [[1.980443, -0.203236, 0.537745], [0.670989, 0.149612, 0.917366], [-0.157173, 0.360674, -0.187644], [-0.895828, -0.865371, -0.756554], [-2.168149, -0.239016, -0.539576], [-1.559683, 0.846464, 0.175113], [2.515465, -0.499104, 1.438753], [1.989678, -1.043543, -0.168756], [2.496310, 0.647901, 0.074172], [0.352238, 0.971529, -0.946577], [-0.756799, -1.754639, -0.127475], [-0.742265, -1.123088, -1.810700], [-1.747767, 0.799160, 1.254474], [-1.869117, 1.822077, -0.216043]], "atomic_forces_ev_per_a": [[0.20, -0.06, -0.04], [-0.08, 0.03, 0.06], [-0.08, 0.12, -0.20], [0.23, -0.25, -0.12], [-0.18, -0.06, -0.04], [0.04, 0.32, 0.19], [-0.02, 0.04, -0.04], [-0.03, 0.03, 0.06], [-0.02, -0.07, 0.01], [-0.07, -0.08, 0.10], [-0.04, 0.09, -0.08], [-0.01, 0.06, 0.15], [0.00, -0.02, -0.12], [0.05, -0.15, 0.06]], "smiles": "COC1COC1", "multiplicity": 1, "homo_lumo_gap_ev": 10.773, "lumo_energy_ev": 1.0, "de_lowest_ev": 2.451, "total_energy_ha": -307.62237, "homo_energy_ev": -9.74}

=====

No. 3
{"formula": "C3H4NO3", "method": "ωB97M-V with the def2-TZVPD basis set", "species": ["C", "O", "C", "O", "N", "C", "O", "H", "H", "H", "H"], "positions_angstrom": [[-1.665596, 0.604166, -0.400554], [-1.203223, -0.087495, 0.796846], [0.099940, -0.933358, 0.533187], [0.022944, -1.757913, -0.379316], [1.391309, 0.326233, 0.251311], [2.566184, 0.319802, 0.010192], [3.722495, 0.394457, -0.285743], [-0.962478, 1.523741, -0.537797], [-2.610996, 1.043541, -0.278834], [-1.644219, -0.107893, -1.309095], [0.283645, -1.325276, 1.599800]], "atomic_forces_ev_per_a": [[3.61, -0.54, -0.30], [1.08, 0.21, -1.49], [-2.30, -1.28, 0.75], [0.52, 1.11, 0.32], [0.36, -0.24, 0.26], [-1.34, -0.03, -0.09], [0.15, -0.06, 0.16], [-0.87, -1.62, -0.29], [-1.59, 0.06, 0.56], [0.05, 1.21, 1.31], [0.33, 1.18, -1.19]], "smiles": "CO[C@@H]([O-])N=C=O", "multiplicity": 1, "homo_lumo_gap_ev": 8.891, "lumo_energy_ev": 4.1, "de_lowest_ev": 2.723, "charge": -1, "total_energy_ha": -397.20372, "homo_energy_ev": -4.79}

=====

No. 4
{"formula": "C11H14O2S2", "method": "ωB97M-V with the def2-TZVPD basis set", "species": ["C", "O", "C", "O", "C", "S", "C", "S", "C", "C", "C", "C", "C", "C", "C", "H", "H", "H", "H", "H", "H", "H", "H", "H", "H", "H", "H", "H", "H"], "positions_angstrom": [[-1.756907, -2.618140, 0.693892], [-1.538860, -1.524301, -0.146041], [-1.717759, -0.232764, 0.377042], [-2.844345, 0.527240, 0.052513], [-3.255433, 0.753028, -1.288515], [-1.286526, 0.176718, 2.043047], [-0.435536, 0.552931, 0.475565], [-0.542941, 2.279533, 0.049572], [0.209746, 2.109988, -1.647055], [0.954463, 0.121330, 0.493068], [1.469099, -1.087319, 0.044489], [2.851696, -1.294615, 0.158309], [3.696734, -0.397638, 0.775610], [3.168677, 0.798208, 1.298476], [1.791210, 0.982244, 1.163600], [-2.314715, -2.320383, 1.572336], [-0.769853, -3.083554, 1.028343], [-2.399077, -3.391504, 0.039462], [-2.624726, 1.543046, -1.848624], [-4.191384, 1.370987, -1.243779], [-3.327293, -0.255862, -1.792125], [-0.005361, 1.063291, -1.852558], [1.284586, 2.275470, -1.668784], [-0.341200, 2.824992, -2.338183], [0.755032, -1.776300, -0.353454], [3.293010, -2.196648, -0.077739], [4.763018, -0.574571, 0.730729], [3.818517, 1.498747, 1.811049], [1.296122, 1.875841, 1.449756]], "atomic_forces_ev_per_a": [[-0.65, -2.58, -0.93], [-0.51, 1.60, -0.25], [0.74, 0.29, -0.97], [-0.19, -0.82, 0.07], [0.38, 0.82, -1.08], [-0.14, -0.29, 0.95], [-1.27, 0.97, 0.34], [-0.24, 0.96, -1.15], [-1.16, 0.68, 0.26], [1.28, -1.61, 0.01], [0.36, 0.67, 0.14], [-1.17, 0.81, 0.82], [-0.32, 1.26, -0.19], [-0.48, -1.07, -0.31], [1.67, 0.64, 0.03], [-0.20, -0.14, 0.19], [-1.24, 0.52, -0.52], [1.52, 1.46, 1.72], [-0.09, -1.72, 0.76], [0.33, -1.37, 0.23], [-0.18, 1.45, 0.05], [0.06, 0.16, -0.71], [-0.05, 0.11, 0.12], [0.77, -1.07, 0.79], [0.18, -0.60, -0.40], [0.56, -1.90, -1.01], [0.02, -0.08, 0.36], [-0.24, 0.09, -0.08], [0.28, 0.78, 0.75]], "smiles": "COC1(OC)S[C@@]1(SC)c1ccccc1", "multiplicity": 1, "homo_lumo_gap_ev": 9.016, "lumo_energy_ev": 0.7, "de_lowest_ev": 0.834, "total_energy_ha": -1374.29692, "homo_energy_ev": -8.34}

=====

No. 5
{"formula": "C2H4N2OS", "method": "ωB97M-V with the def2-TZVPD basis set", "species": ["C", "C", "H", "H", "H", "H", "N", "N", "O", "S"], "positions_angstrom": [[-0.401337, -0.348695, -1.192898], [-0.789032, 0.829479, 1.934399], [1.840658, -1.217760, -0.515449], [2.021229, -1.216786, -2.404259], [-0.535661, 2.013068, 2.504451], [-0.286769, -0.056159, 2.380184], [0.640751, -1.399526, -1.428833], [-0.995772, 0.893496, 0.641083], [-0.584194, -0.398242, 0.194348], [-0.909873, 0.901124, -2.113026]], "atomic_forces_ev_per_a": [[3.48, 0.91, 0.81], [2.08, 4.12, -0.69], [-4.59, -0.36, -2.41], [-4.25, 0.19, 1.90], [-1.67, -3.95, -1.73], [-0.76, 0.58, -0.12], [5.70, 0.94, 0.62], [0.68, -0.90, 3.93], [-0.74, 0.07, -2.11], [0.07, -1.60, -0.20]], "multiplicity": 1, "homo_lumo_gap_ev": 7.271, "lumo_energy_ev": -1.6, "de_lowest_ev": 10.752, "total_energy_ha": -661.19041, "homo_energy_ev": -8.86}

=====

No. 6
{"formula": "C6H9NO2S", "method": "ωB97M-V with the def2-TZVPD basis set", "species": ["C", "C", "C", "C", "O", "O", "N", "C", "C", "S", "H", "H", "H", "H", "H", "H", "H", "H", "H"], "positions_angstrom": [[-1.045279, 0.007356, 2.464112], [-0.641130, 0.554530, 1.142264], [0.819962, -0.016309, 0.125986], [1.314992, -1.293189, 0.453157], [0.872519, -2.086326, 1.306740], [2.462782, -1.757007, -0.147615], [0.455646, 0.499624, -1.108778], [-0.343646, -0.378757, -1.914058], [-0.043960, 1.769526, -1.035607], [-1.424280, 1.789870, 0.381099], [-0.214973, -0.391184, 3.062305], [-1.849695, -0.858789, 2.420515], [-1.589442, 0.749650, 2.947002], [2.651095, -1.258964, -0.952826], [-1.302317, -0.609268, -1.589575], [-0.474342, -0.011829, -2.837919], [0.262200, -1.241553, -2.063568], [0.652641, 2.524324, -0.692789], [-0.562772, 2.008295, -1.960445]], "atomic_forces_ev_per_a": [[-0.77, -2.27, -0.61], [3.02, -2.58, -1.98], [-4.25, 2.79, 3.31], [-0.08, -3.21, 1.73], [0.30, 2.00, -0.95], [-0.31, 0.52, -0.74], [0.58, -0.16, -0.08], [1.92, -1.19, 1.04], [-0.40, 0.60, -0.45], [0.70, -0.27, 0.05], [-0.18, 0.20, -0.43], [1.82, 1.38, -0.57], [-0.69, 1.42, 1.43], [0.17, 0.25, 0.09], [-1.75, -0.57, 1.46], [-0.27, 1.77, -3.53], [0.02, -1.13, 0.04], [0.07, 0.04, 0.07], [0.08, 0.43, 0.11]], "smiles": "CC1=C(C(=O)O)N(C)CS1", "multiplicity": 1, "homo_lumo_gap_ev": [6.988, 6.990], "lumo_energy_ev": [-0.6, -0.6], "de_lowest_ev": 4.055, "total_energy_ha": -837.30968, "homo_energy_ev": [-7.56, -7.56]}

=====

No. 7
{"formula": "C4H3F2NO", "method": "ωB97M-V with the def2-TZVPD basis set", "species": ["F", "C", "C", "C", "N", "O", "C", "F", "H", "H", "H"], "positions_angstrom": [[-1.409163, -0.717174, 1.663563], [-0.615341, 0.339617, 1.271878], [0.151996, 0.116188, 0.071065], [0.037723, -1.211037, -0.579160], [0.462515, -1.213124, -1.756564], [0.935457, 0.181965, -2.134470], [0.769734, 0.764100, -0.927063], [1.241614, 1.976579, -0.804345], [-1.291632, 1.222261, 1.301396], [0.103415, 0.587314, 2.208242], [-0.386318, -2.046690, -0.314541]], "atomic_forces_ev_per_a": [[0.30, -0.48, -0.58], [1.04, 3.03, 4.75], [-0.58, -3.63, -2.38], [1.61, 6.18, -0.14], [1.23, 0.31, -4.09], [-0.68, -1.94, 3.85], [0.03, 1.33, -0.33], [0.11, 0.74, -0.52], [0.47, -0.41, -0.71], [-1.38, -0.76, -1.90], [-2.16, -4.37, 2.04]], "smiles": "FCc1cnoc1F", "multiplicity": 1, "homo_lumo_gap_ev": 10.516, "lumo_energy_ev": 0.8, "de_lowest_ev": 2.223, "total_energy_ha": -483.83356, "homo_energy_ev": -9.76}

=====

In the order shown, the computed F_max values come out to 4.580, 0.376, 3.665, 2.817, 5.810, 6.069, 6.387 eV Å⁻¹.